(1)
A structure of composition C30H32ClMgN3SSi2. Source: OMol25; level of theory: ωB97M-V/def2-TZVPD.

Each line ends with the Mulliken charge.
Geometry (Å):
C  -1.585  -0.514  5.948  -0.43
C  -2.428  -0.002  4.926  -0.66
C  -2.383  -0.908  3.831  -0.49
H  -3.064  0.873  5.012  0.43
C  -1.496  -1.966  4.177  -0.57
C  -0.995  -1.716  5.484  -0.79
H  -0.413  -2.399  6.088  0.50
H  -1.483  -0.103  6.948  0.39
H  -3.008  -0.871  2.947  0.47
H  -1.346  -2.871  3.598  0.50
Mg  -0.288  -0.009  4.023  1.65
Si  2.012  0.298  -3.026  0.69
C  1.495  1.787  -4.013  -0.17
C  2.242  2.354  -5.053  -0.46
H  3.217  1.943  -5.293  0.37
C  1.738  3.429  -5.790  -0.56
H  2.309  3.838  -6.616  0.38
C  0.501  3.998  -5.485  -0.60
H  0.114  4.861  -6.029  0.37
C  -0.244  3.452  -4.440  -0.75
H  -1.211  3.888  -4.176  0.47
C  0.245  2.351  -3.733  0.10
H  -0.372  1.932  -2.943  0.73
C  1.851  -1.135  -4.198  0.66
C  0.817  -1.073  -5.152  -0.42
H  0.319  -0.127  -5.348  0.28
C  0.322  -2.224  -5.770  -0.67
H  -0.525  -2.152  -6.452  0.36
C  0.867  -3.474  -5.482  -0.43
H  0.433  -4.381  -5.913  0.37
C  1.967  -3.533  -4.625  -0.45
H  2.412  -4.506  -4.418  0.35
C  2.461  -2.382  -3.997  -0.61
H  3.275  -2.467  -3.284  0.33
H  0.798  0.107  -2.239  -0.13
Si  0.329  0.320  1.155  -0.71
C  -0.436  -1.291  0.616  1.01
C  -1.608  -1.310  -0.162  -0.18
H  -1.997  -0.377  -0.578  0.32
C  -2.230  -2.512  -0.500  -0.65
H  -3.119  -2.499  -1.129  0.40
C  -1.695  -3.734  -0.095  -0.54
H  -2.170  -4.678  -0.382  0.38
C  -0.535  -3.732  0.688  -0.52
H  -0.089  -4.683  0.987  0.39
C  0.090  -2.532  1.040  -0.66
H  1.050  -2.563  1.570  0.25
C  -0.802  1.679  0.574  0.32
C  -2.024  1.925  1.253  -0.03
H  -2.258  1.376  2.168  0.11
C  -2.940  2.868  0.776  -0.55
H  -3.872  3.044  1.311  0.41
C  -2.669  3.596  -0.382  -0.71
H  -3.387  4.324  -0.766  0.36
C  -1.450  3.402  -1.032  -0.33
H  -1.235  3.979  -1.931  0.49
C  -0.504  2.493  -0.539  -0.84
H  0.475  2.394  -1.018  0.72
H  3.201  0.434  -2.145  -0.23
Cl  2.303  0.538  0.521  -0.44
N  1.657  -0.895  4.337  -0.65
N  1.955  -0.505  5.689  -0.24
C  1.598  0.735  6.109  0.51
N  2.116  1.077  7.317  -0.50
S  0.620  1.870  5.277  -0.37
H  2.406  -0.601  3.689  0.27
H  1.639  -1.923  4.300  0.32
H  2.812  -0.888  6.070  0.26
H  1.863  1.985  7.693  0.24
H  2.348  0.386  8.015  0.21

Atomic forces in eV per Å
C -0.2 -0.2 0.1
C -0.2 -0.4 0.2
C -0.2 -0.4 0.5
H 0.2 -0.1 -0.1
C -0.5 -0.1 0.2
C -0.9 0.0 0.0
H 0.2 0.1 -0.1
H 0.1 0.1 -0.3
H 0.3 0.1 0.0
H 0.1 0.3 0.0
Mg 0.2 0.2 -1.9
Si -0.6 0.1 -0.2
C 0.1 0.8 -0.2
C -0.4 0.3 0.0
H 0.0 0.1 -0.1
C 0.1 0.0 -0.1
H 0.1 0.0 0.1
C 0.0 -0.3 0.4
H 0.2 -0.3 0.0
C 0.1 0.0 -0.1
H 0.3 -0.2 -0.1
C -0.2 0.2 -0.2
H 0.1 0.0 -0.2
C 0.2 -0.9 -0.6
C -0.2 -0.3 0.2
H 0.1 -0.1 0.0
C 0.0 0.0 0.1
H 0.2 0.1 0.1
C 0.3 0.4 0.1
H 0.3 0.3 0.1
C 0.0 -0.1 0.0
H 0.0 0.2 0.0
C -0.5 -0.1 -0.1
H 0.0 -0.1 -0.1
H -0.1 -0.1 0.7
Si -0.9 -0.1 3.2
C 0.0 -0.7 -0.9
C 0.3 -0.2 -0.1
H 0.0 -0.3 0.3
C 0.0 -0.2 -0.1
H 0.1 0.0 0.1
C 0.1 0.2 0.3
H 0.2 0.4 0.1
C 0.2 0.0 -0.1
H -0.1 0.2 0.0
C -0.3 0.0 -0.6
H -0.4 0.0 0.0
C -0.3 1.0 -0.8
C 0.3 0.1 -0.5
H 0.1 0.1 -0.3
C 0.2 -0.2 0.1
H 0.2 -0.1 -0.1
C 0.3 -0.2 0.0
H 0.2 -0.3 0.1
C 0.1 0.2 0.1
H 0.1 -0.1 0.3
C -0.5 -0.1 0.3
H -0.4 0.0 0.1
H 0.0 -0.2 -0.5
Cl 0.4 0.1 -0.4
N 0.9 -0.2 0.6
N 0.3 -0.1 -0.8
C -0.2 1.1 0.2
N -0.2 0.2 0.2
S 1.2 -0.7 0.7
H -0.5 0.2 0.4
H -0.3 0.5 0.2
H -0.1 0.1 0.1
H -0.1 -0.4 -0.3
H 0.1 -0.1 -0.2

Values from the calculation:
LUMO energy in eV: -0.377
Net charge: 0
Relative energy (zero: lowest compared OMol25 entry of this formula, charge and spin) in kJ/mol: 0.0
HOMO level in hartree: -0.2203

(2)
A structure of composition C30H32ClN3NiSSi2. Source: OMol25; level of theory: ωB97M-V/def2-TZVPD.

Each line ends with the Mulliken charge.
Geometry (Å):
C  2.150  -0.259  -1.045  -0.45
C  1.377  -0.280  -2.249  -1.16
C  1.342  1.038  -2.771  -0.08
H  0.970  -1.148  -2.760  0.62
C  2.048  1.897  -1.869  -0.34
C  2.547  1.095  -0.799  -0.98
H  3.176  1.441  0.012  0.50
H  2.423  -1.129  -0.452  0.48
H  0.902  1.294  -3.727  0.71
H  2.238  2.956  -2.003  0.50
Ni  0.478  0.927  -0.882  0.16
Si  -1.618  4.042  -4.483  0.51
C  -3.438  3.641  -5.037  0.23
C  -4.567  4.283  -4.511  -0.09
H  -4.470  5.000  -3.689  0.44
C  -5.846  4.038  -5.033  -0.72
H  -6.715  4.527  -4.589  0.39
C  -6.020  3.171  -6.111  -0.52
H  -7.018  2.951  -6.500  0.38
C  -4.892  2.578  -6.680  -0.58
H  -4.997  1.926  -7.548  0.41
C  -3.620  2.804  -6.138  -0.20
H  -2.747  2.340  -6.607  0.28
C  -1.838  5.908  -4.458  0.47
C  -1.939  6.425  -5.763  -0.61
H  -1.797  5.759  -6.624  0.25
C  -2.266  7.767  -5.966  -0.62
H  -2.389  8.136  -6.987  0.38
C  -2.443  8.610  -4.855  -0.53
H  -2.696  9.658  -5.008  0.36
C  -2.317  8.108  -3.552  -0.74
H  -2.439  8.754  -2.675  0.39
C  -2.030  6.749  -3.355  0.40
H  -1.945  6.370  -2.333  0.15
H  -0.827  3.619  -5.666  -0.39
Si  -4.255  2.473  -1.587  -0.16
C  -2.525  3.277  -1.835  0.70
C  -1.614  2.908  -2.925  0.69
H  -1.663  1.896  -3.344  -0.32
C  -0.351  3.623  -3.075  -0.34
H  0.476  3.169  -3.636  0.90
C  0.036  4.569  -2.080  -0.73
H  0.971  5.105  -2.195  0.44
C  -0.763  4.784  -0.996  -1.27
H  -0.438  5.462  -0.210  0.30
C  -2.021  4.151  -0.878  -0.78
H  -2.594  4.350  0.034  0.24
C  -4.229  1.052  -2.829  0.91
C  -3.138  0.199  -3.052  1.33
H  -2.213  0.288  -2.482  -0.94
C  -3.154  -0.743  -4.087  -0.96
H  -2.246  -1.311  -4.315  0.44
C  -4.319  -0.941  -4.828  -0.59
H  -4.359  -1.713  -5.603  0.37
C  -5.434  -0.146  -4.558  -0.52
H  -6.342  -0.271  -5.144  0.42
C  -5.394  0.837  -3.564  -0.33
H  -6.275  1.457  -3.378  0.32
H  -5.495  3.184  -1.360  -0.13
Cl  -3.901  1.462  0.229  -0.33
N  -1.008  -0.322  -0.454  0.14
N  -1.096  -0.523  0.970  -0.48
C  -0.741  0.566  1.699  0.68
N  -0.948  0.510  3.020  -0.46
S  -0.067  1.926  0.936  -0.55
H  -1.840  0.178  -0.792  -0.08
H  -0.998  -1.238  -0.903  0.36
H  -1.866  -1.115  1.288  0.30
H  -0.651  1.268  3.617  0.23
H  -1.269  -0.348  3.458  0.20

Atomic forces in eV per Å
C 0.9 -0.3 -0.1
C 1.1 -0.3 -0.4
C 0.2 0.1 -0.4
H 0.1 0.1 0.2
C 0.4 -0.2 -0.3
C 0.7 -0.6 -0.8
H -0.2 0.0 -0.1
H -0.1 0.3 -0.1
H 0.1 0.0 0.1
H -0.1 -0.2 0.1
Ni -0.9 0.4 -0.1
Si -2.2 1.1 -1.2
C 0.3 0.2 -0.5
C -0.4 -0.2 0.0
H 0.1 -0.1 -0.2
C 0.1 0.0 0.3
H 0.2 -0.1 -0.1
C 0.3 -0.1 0.0
H 0.3 0.2 0.1
C 0.1 -0.1 0.1
H 0.0 0.1 0.2
C -0.4 -0.1 -0.2
H -0.3 0.1 0.1
C 0.3 -0.1 -0.2
C -0.2 0.4 0.3
H -0.1 0.3 0.3
C 0.1 0.0 0.3
H 0.1 0.0 0.4
C 0.0 -0.3 0.0
H 0.1 -0.2 0.0
C 0.0 -0.2 -0.3
H 0.0 -0.2 -0.5
C 0.0 0.4 -0.2
H -0.1 0.2 -0.6
H 0.0 -0.2 0.1
Si 2.8 -1.4 -0.3
C 0.1 1.0 1.2
C -0.3 -0.8 0.0
H 0.0 0.5 0.2
C 2.0 0.1 1.0
H -0.5 0.2 0.2
C -0.4 -0.2 0.2
H 0.0 -0.1 0.1
C 1.1 0.5 0.1
H -0.1 -0.1 -0.2
C -1.5 -1.1 -0.5
H 0.0 0.0 -0.4
C -0.9 0.1 0.3
C 0.1 -0.1 -0.5
H -0.3 0.1 -0.3
C 0.0 0.1 0.4
H -0.4 0.1 0.2
C -0.2 0.2 0.0
H 0.0 0.4 0.2
C -0.1 -0.1 0.0
H 0.1 -0.1 0.1
C 0.1 -0.3 -0.5
H 0.2 -0.2 -0.2
H -0.3 0.4 -0.2
Cl -0.3 0.0 0.3
N -1.5 -0.8 0.6
N -0.3 -0.3 -0.8
C 0.5 1.3 -0.5
N -0.4 -0.6 0.6
S -0.9 0.0 1.8
H 0.1 -0.3 0.6
H 0.2 0.2 0.2
H 0.3 0.4 -0.1
H 0.0 -0.1 -0.3
H 0.2 0.4 -0.1

Values from the calculation:
LUMO energy (alpha / beta) in eV: 0.142 / 0.034
Net charge: 0
Relative energy (zero: lowest compared OMol25 entry of this formula, charge and spin) in kJ/mol: 84.6
Expectation value of S²: 2.02
HOMO level (alpha / beta) in hartree: -0.2126 / -0.2166
2S+1: 3

(3)
A structure of composition C30H32N4O3S4Y. Source: OMol25; level of theory: ωB97M-V/def2-TZVPD.

Each line ends with the Mulliken charge.
Geometry (Å):
Y  -0.073  -0.342  0.243  0.04
C  1.603  0.569  -3.792  0.41
C  0.690  -0.544  -4.285  -1.38
S  -0.624  -1.066  -3.148  0.34
C  -1.977  0.026  -3.663  -0.73
C  -1.716  1.523  -3.544  -1.21
S  -1.381  1.924  -1.815  0.61
C  -0.449  3.469  -1.889  -1.21
C  0.326  3.666  -0.590  -0.84
S  1.570  2.406  -0.211  0.19
C  2.730  2.661  -1.584  -0.82
C  3.515  1.401  -1.915  -1.13
S  2.516  -0.037  -2.359  0.35
H  1.030  1.452  -3.517  -0.91
H  2.296  0.833  -4.594  0.60
H  1.281  -1.437  -4.494  0.50
H  0.212  -0.256  -5.223  0.61
H  -2.827  -0.267  -3.044  0.09
H  -2.234  -0.215  -4.695  0.68
H  -2.603  2.052  -3.895  0.54
H  -0.884  1.826  -4.180  0.41
H  -1.135  4.307  -2.013  0.56
H  0.213  3.457  -2.757  0.43
H  -0.346  3.648  0.268  0.42
H  0.815  4.640  -0.609  0.61
H  3.433  3.450  -1.312  0.54
H  2.190  3.001  -2.466  0.34
H  4.108  1.073  -1.059  0.37
H  4.218  1.622  -2.721  0.58
O  2.027  -0.935  4.023  -0.72
C  1.230  -0.739  3.117  -0.17
N  1.493  -0.460  1.832  0.24
C  2.847  -0.702  1.405  -1.07
C  2.872  -1.754  0.315  0.61
C  4.079  -2.315  -0.091  -0.83
C  4.080  -3.302  -1.056  -0.42
C  2.868  -3.710  -1.602  -0.92
C  1.717  -3.089  -1.168  -0.17
N  1.707  -2.127  -0.236  0.11
C  -0.240  -0.965  3.388  1.12
C  -0.715  -0.839  4.684  -0.84
C  -2.026  -1.185  4.943  -0.41
C  -2.799  -1.687  3.901  -0.91
C  -2.248  -1.764  2.639  -0.15
N  -0.992  -1.381  2.360  -0.06
H  3.457  -1.062  2.239  0.59
H  3.341  0.208  1.039  0.19
H  4.999  -1.985  0.373  0.49
H  5.007  -3.759  -1.374  0.44
H  2.818  -4.489  -2.347  0.47
H  0.754  -3.362  -1.587  0.43
H  -0.035  -0.494  5.449  0.49
H  -2.440  -1.088  5.937  0.45
H  -3.817  -2.011  4.062  0.46
H  -2.830  -2.153  1.815  0.61
O  -2.759  2.502  2.007  -0.71
C  -2.252  1.637  1.328  0.02
O  -0.996  1.412  1.150  -0.49
C  -3.164  0.663  0.582  0.55
C  -4.548  0.912  0.537  -1.03
C  -5.349  0.046  -0.145  -1.20
C  -4.784  -1.107  -0.743  1.53
C  -5.554  -2.069  -1.434  -0.80
C  -4.966  -3.190  -1.948  -0.82
C  -3.584  -3.405  -1.780  -0.75
C  -2.812  -2.485  -1.125  -0.23
C  -3.389  -1.304  -0.613  -1.01
N  -2.598  -0.384  0.016  1.93
H  -4.920  1.793  1.038  0.69
H  -6.416  0.212  -0.224  0.45
H  -6.619  -1.905  -1.537  0.46
H  -5.560  -3.926  -2.472  0.41
H  -3.133  -4.309  -2.166  0.47
H  -1.752  -2.673  -0.986  0.51

Atomic forces in eV per Å
Y 0.0 0.5 -0.4
C 0.0 0.0 0.0
C 0.0 0.0 0.0
S 0.0 0.0 0.1
C 0.0 0.0 -0.1
C 0.0 0.0 0.0
S -0.1 -0.1 0.0
C 0.1 0.0 0.0
C 0.0 0.1 0.0
S 0.0 -0.1 0.0
C 0.0 0.0 0.0
C 0.0 0.0 -0.1
S 0.0 0.1 0.0
H 0.0 0.0 0.0
H 0.0 0.0 0.0
H 0.0 0.0 0.0
H 0.0 0.0 0.0
H 0.0 0.0 0.0
H 0.0 0.0 0.0
H 0.0 0.0 0.1
H 0.0 0.0 0.0
H 0.0 0.0 0.0
H 0.0 0.0 0.0
H 0.0 0.0 0.0
H 0.0 0.0 0.0
H 0.0 0.0 0.0
H 0.0 0.0 0.0
H 0.0 0.0 0.0
H 0.0 0.0 0.0
O 0.0 0.1 0.0
C 0.0 -0.2 0.1
N 0.0 0.0 -0.3
C 0.1 -0.1 0.0
C 0.1 -0.1 0.0
C -0.1 0.0 0.0
C 0.0 0.0 0.0
C 0.0 0.0 0.0
C 0.0 0.0 0.0
N -0.1 0.0 0.1
C 0.2 0.1 0.1
C -0.1 -0.1 -0.1
C 0.0 0.0 -0.1
C 0.0 0.0 0.0
C 0.0 0.0 0.0
N -0.1 0.1 0.0
H 0.0 0.1 0.0
H -0.1 0.0 0.0
H 0.0 0.0 0.0
H 0.0 0.0 0.0
H 0.0 0.0 0.0
H 0.0 0.0 0.0
H 0.0 0.0 0.0
H 0.0 0.0 0.0
H 0.0 0.0 0.0
H 0.0 0.0 0.0
O 0.1 0.0 -0.1
C -0.3 0.0 0.1
O 0.2 0.0 0.1
C 0.0 -0.1 0.0
C -0.1 0.0 0.0
C 0.1 0.0 0.0
C 0.1 0.0 0.0
C 0.0 -0.1 0.0
C -0.1 0.0 0.0
C 0.1 0.0 0.0
C 0.0 -0.1 -0.1
C -0.1 0.0 0.0
N 0.1 0.0 0.0
H 0.0 0.0 0.0
H 0.0 0.0 0.0
H 0.0 0.0 0.0
H 0.0 0.0 0.0
H 0.0 0.0 0.0
H 0.0 0.0 0.0

Values from the calculation:
LUMO energy in eV: -3.006
Net charge: +1
Relative energy (zero: lowest compared OMol25 entry of this formula, charge and spin) in kJ/mol: 0.0
HOMO level in hartree: -0.4098